{"formula": "C6H10O", "method": "ωB97M-V/def2-TZVPD", "symbols": ["C", "C", "C", "C", "C", "C", "O", "H", "H", "H", "H", "H", "H", "H", "H", "H", "H"], "xyz": [[0.1250, 1.8244, 0.0515], [-0.5789, 0.4798, 0.2398], [-0.9361, -0.2003, -1.0995], [0.2169, -1.1561, -1.3359], [0.9495, -1.3220, -0.2398], [0.2768, -0.6116, 0.8939], [1.0934, -0.2007, 1.9678], [0.9503, 1.7567, -0.6660], [-0.5913, 2.5632, -0.3308], [0.5282, 2.1986, 0.9976], [-1.4570, 0.6368, 0.8764], [-1.0558, 0.5188, -1.9158], [-1.8800, -0.7563, -1.0133], [0.3654, -1.6761, -2.2748], [1.8140, -1.9658, -0.1007], [-0.4281, -1.3424, 1.3634], [0.6077, -0.7469, 2.5862]], "forces_ev_per_angstrom": [[0.07, -0.03, -0.01], [-0.10, -0.04, 0.00], [-0.08, 0.02, -0.13], [0.12, 0.03, -0.04], [-0.17, -0.01, -0.25], [-0.55, -0.36, -0.28], [-0.26, -0.24, 0.24], [-0.09, -0.06, 0.10], [0.14, -0.16, 0.06], [-0.06, -0.09, -0.12], [0.00, 0.04, -0.23], [-0.04, -0.06, 0.05], [0.09, 0.05, -0.06], [0.06, 0.13, -0.01], [-0.18, 0.10, -0.08], [0.04, 0.17, -0.64], [1.01, 0.52, 1.40]], "nbo_charge": [-0.61, -0.23, -0.44, -0.17, -0.23, 0.07, -0.70, 0.21, 0.21, 0.22, 0.20, 0.21, 0.21, 0.21, 0.22, 0.14, 0.47], "mol_weight_g_mol": 98.14, "homo_energy_ev": -9.260, "max_force_ha_per_bohr": 0.0350, "de_lowest_ev": 0.6150}


{"formula": "C35H36CaClFN5O3PSe3Te", "method": "ωB97M-V/def2-TZVPD", "symbols": ["Ca", "Cl", "C", "C", "C", "C", "C", "C", "P", "C", "C", "C", "C", "C", "C", "C", "C", "C", "C", "C", "C", "H", "H", "H", "H", "H", "H", "H", "H", "H", "H", "H", "H", "H", "H", "Se", "Se", "Te", "Se", "F", "C", "C", "C", "C", "O", "C", "C", "N", "C", "C", "C", "C", "C", "C", "N", "C", "C", "N", "C", "C", "C", "O", "O", "H", "H", "H", "H", "H", "H", "H", "H", "H", "H", "H", "H", "H", "H", "H", "H", "H", "H", "N", "N", "H", "H", "H", "H"], "xyz": [[-0.4056, -0.0458, -0.1619], [1.9289, -0.6821, 1.7695], [1.6823, -0.0805, 3.4132], [2.3437, -0.7579, 4.4240], [2.1961, -0.3189, 5.7311], [1.4050, 0.7882, 6.0019], [0.7575, 1.4483, 4.9697], [0.8795, 1.0268, 3.6474], [-0.0302, 1.8052, 2.2706], [1.2774, 2.7621, 1.4357], [0.9060, 3.3910, 0.2461], [1.8395, 4.0939, -0.4992], [3.1532, 4.1664, -0.0612], [3.5274, 3.5495, 1.1235], [2.5938, 2.8510, 1.8733], [-1.0500, 3.0712, 3.0697], [-2.3158, 2.6781, 3.5031], [-3.1469, 3.5813, 4.1458], [-2.7203, 4.8868, 4.3498], [-1.4663, 5.2834, 3.9111], [-0.6308, 4.3803, 3.2750], [2.9592, -1.6104, 4.1778], [2.7027, -0.8417, 6.5298], [1.2896, 1.1396, 7.0177], [0.1338, 2.3052, 5.1911], [-0.1084, 3.3072, -0.1348], [1.5439, 4.5243, -1.4484], [3.8887, 4.6809, -0.6633], [4.5544, 3.6011, 1.4608], [2.9001, 2.3681, 2.7936], [-2.6422, 1.6597, 3.3310], [-4.1290, 3.2673, 4.4731], [-3.3692, 5.5975, 4.8432], [-1.1383, 6.3035, 4.0595], [0.3433, 4.6967, 2.9256], [2.2184, 0.4537, -1.8190], [1.2913, 3.4482, -4.3078], [0.6180, 1.2304, -3.5790], [-1.5305, 1.4335, -2.2452], [3.1543, -3.7070, -4.5170], [2.0115, -4.1197, -3.9209], [1.5101, -3.4120, -2.8643], [0.2831, -3.8226, -2.3243], [-0.3033, -2.9827, -1.2533], [0.4307, -2.1032, -0.7849], [-1.6799, -3.2293, -0.9309], [-2.2415, -4.3519, -1.4515], [-1.6524, -5.2177, -2.3138], [-2.3601, -6.3924, -2.7451], [-3.0137, -7.2407, -1.6997], [-1.7795, -7.7345, -2.4019], [-0.4077, -4.9165, -2.8467], [0.1461, -5.6367, -3.9149], [1.3494, -5.2325, -4.4583], [1.8446, -5.9304, -5.6079], [3.2733, -6.0422, -5.8017], [3.5535, -7.1757, -6.7665], [2.8572, -6.8555, -8.0704], [1.3711, -6.6716, -7.8685], [1.1702, -5.5768, -6.8416], [-2.5620, -2.3327, -0.0649], [-3.7602, -2.5623, -0.0566], [-1.9359, -1.4160, 0.5661], [1.9846, -2.5139, -2.4816], [-3.2660, -4.5834, -1.1880], [-2.8718, -6.2898, -3.6969], [-3.9652, -7.6855, -1.9483], [-2.9043, -6.9271, -0.6727], [-1.8786, -8.5281, -3.1278], [-0.8594, -7.7292, -1.8362], [-0.3545, -6.5026, -4.3210], [3.7642, -6.2587, -4.8525], [3.7284, -5.1187, -6.1909], [3.1363, -8.1238, -6.4287], [4.6132, -7.2868, -6.9946], [3.0432, -7.5739, -8.7694], [3.2462, -5.9804, -8.4338], [1.0046, -7.6333, -7.5100], [0.9401, -6.4388, -8.8414], [0.1027, -5.4484, -6.6662], [1.5436, -4.6179, -7.2471], [-1.5796, -0.8896, 4.0459], [-1.2228, -2.1191, 3.3391], [-1.3000, -1.0498, 5.0111], [-2.5955, -0.9272, 4.0927], [-0.2097, -2.1027, 3.2442], [-1.5275, -1.9506, 2.3789]], "forces_ev_per_angstrom": [[0.87, 0.56, -0.07], [-0.13, 0.18, 0.33], [0.20, -0.27, -0.36], [-0.10, 0.13, 0.05], [0.02, -0.03, -0.06], [-0.01, -0.02, -0.05], [-0.01, 0.05, 0.01], [-0.07, 0.05, 0.13], [0.28, -0.13, -0.39], [-0.15, 0.11, -0.01], [0.05, 0.01, -0.07], [-0.07, -0.02, -0.03], [-0.04, -0.01, -0.02], [0.04, 0.03, -0.04], [0.02, -0.02, 0.07], [-0.13, -0.13, 0.20], [-0.02, 0.02, -0.02], [0.02, 0.02, -0.01], [-0.06, -0.04, 0.02], [-0.02, 0.10, 0.03], [0.08, -0.01, -0.05], [0.03, -0.04, 0.02], [0.02, -0.02, 0.05], [0.00, 0.01, 0.04], [0.00, 0.00, -0.01], [0.01, -0.02, 0.03], [0.05, -0.01, 0.02], [0.05, 0.03, -0.01], [0.03, 0.00, 0.01], [-0.01, 0.00, 0.00], [0.01, -0.02, -0.01], [-0.03, 0.02, 0.02], [-0.03, 0.03, 0.01], [0.01, 0.02, 0.01], [0.04, -0.01, -0.01], [-0.27, 0.06, 0.05], [-0.06, -0.07, 0.12], [-0.03, -0.02, 0.08], [0.04, 0.08, -0.27], [0.05, 0.01, -0.02], [-0.15, 0.04, 0.00], [-0.33, -0.35, -0.04], [-0.01, 0.20, 0.09], [0.48, 0.20, -0.20], [-0.34, -0.31, 0.23], [0.03, -0.35, -0.25], [-0.28, 0.21, 0.07], [0.20, -0.14, -0.05], [-0.09, -0.07, -0.02], [0.09, -0.02, -0.11], [-0.13, 0.08, 0.04], [0.02, 0.09, -0.10], [0.02, 0.08, 0.22], [0.24, 0.08, 0.03], [-0.25, -0.11, -0.02], [0.15, -0.02, 0.14], [-0.02, -0.07, -0.23], [0.02, 0.12, 0.04], [0.20, -0.13, -0.09], [-0.02, 0.18, -0.12], [0.06, -0.08, -0.05], [-0.06, -0.14, 0.10], [-0.40, -0.12, 0.03], [0.07, 0.09, 0.01], [0.01, 0.03, 0.05], [0.03, 0.01, 0.02], [-0.02, 0.00, 0.01], [-0.02, 0.01, 0.05], [0.01, -0.04, -0.02], [0.05, -0.02, 0.01], [-0.01, -0.04, -0.04], [-0.04, 0.00, -0.04], [0.00, -0.04, -0.01], [0.04, 0.05, 0.06], [-0.02, 0.02, 0.10], [-0.03, -0.03, 0.04], [-0.01, -0.03, 0.00], [-0.08, 0.08, 0.00], [-0.05, 0.05, 0.08], [0.05, -0.05, 0.03], [-0.04, -0.04, -0.01], [-0.14, 0.04, 0.14], [0.15, -0.20, -0.22], [0.03, 0.04, -0.01], [0.03, 0.04, -0.03], [0.01, 0.10, 0.16], [-0.11, -0.05, 0.11]], "lowdin_charge": [0.77, 0.71, -0.64, -0.11, -0.08, -0.08, -0.07, -0.41, 1.05, -0.41, -0.13, -0.09, -0.08, -0.08, -0.10, -0.38, -0.10, -0.08, -0.09, -0.08, -0.08, 0.10, 0.10, 0.10, 0.11, 0.07, 0.06, 0.11, 0.10, 0.10, 0.09, 0.10, 0.10, 0.10, 0.11, -0.23, -0.33, 0.02, -0.25, 0.06, -0.18, 0.11, -0.03, -0.29, -0.18, -0.01, 0.05, 0.00, -0.27, -0.08, -0.10, -0.12, 0.06, -0.16, -0.10, -0.16, -0.08, 0.05, -0.08, -0.14, -0.62, 0.05, -0.25, 0.09, 0.15, 0.15, 0.11, 0.11, 0.10, 0.11, 0.12, 0.15, 0.13, 0.14, 0.14, 0.18, 0.18, 0.14, 0.14, 0.14, 0.15, -0.06, -0.05, 0.06, 0.07, 0.03, 0.02], "mol_weight_g_mol": 1064.69, "homo_energy_ev": -5.386, "max_force_ha_per_bohr": 0.0202, "de_lowest_ev": 1.0568}


{"formula": "C20H19N3O3", "method": "ωB97M-V/def2-TZVPD", "symbols": ["C", "O", "C", "O", "C", "C", "C", "C", "N", "C", "N", "C", "C", "C", "C", "O", "C", "C", "C", "C", "C", "C", "C", "C", "C", "N", "H", "H", "H", "H", "H", "H", "H", "H", "H", "H", "H", "H", "H", "H", "H", "H", "H", "H", "H"], "xyz": [[6.7254, 3.3171, -1.7051], [5.6857, 2.6202, -0.9924], [5.3899, 1.4628, -1.6257], [6.0225, 0.9913, -2.5212], [4.0419, 0.6767, -1.3442], [3.4796, -0.3118, -2.2617], [2.2693, -0.6503, -1.7359], [1.4801, -1.8609, -2.3223], [1.9628, 0.1717, -0.6915], [0.8835, 0.2351, 0.2214], [0.7569, 1.3808, 0.8763], [-0.3275, 1.6702, 1.6319], [-0.3062, 1.3860, 3.0506], [-1.3696, 1.9606, 3.7963], [-2.5948, 2.4323, 3.1904], [-3.6914, 2.8408, 4.0025], [-3.7463, 2.5653, 5.3676], [-2.5860, 2.5828, 1.8248], [-1.4564, 2.3119, 1.0766], [-0.1257, -0.8456, 0.3027], [0.1090, -2.0107, 0.9084], [-0.8469, -3.0190, 1.1022], [-2.1036, -2.8001, 0.5343], [-2.2224, -1.7741, -0.4046], [-1.2876, -0.7571, -0.3912], [3.0711, 1.1189, -0.5781], [6.7683, 3.0722, -2.6998], [7.5941, 2.9301, -1.2178], [6.6001, 4.4294, -1.5116], [4.0789, -0.6864, -3.0605], [1.9679, -2.2042, -3.2387], [0.3999, -1.5920, -2.6001], [1.3781, -2.6437, -1.5944], [0.6959, 1.1035, 3.4295], [-1.4600, 1.9626, 4.8595], [-4.8317, 2.5227, 5.5516], [-3.3199, 1.6303, 5.6999], [-3.2872, 3.4296, 5.8651], [-3.5317, 2.8779, 1.3262], [-1.3413, 2.4879, -0.0297], [1.1567, -2.1072, 1.2443], [-0.6325, -3.9065, 1.7017], [-2.9730, -3.5222, 0.6568], [-3.2088, -1.8313, -0.8870], [-1.4541, 0.1655, -0.9941]], "forces_ev_per_angstrom": [[0.03, 1.81, 3.25], [-1.41, -1.04, -0.97], [-2.33, -0.77, 0.43], [0.98, -0.10, -0.50], [-1.85, 1.61, -1.09], [1.60, 0.66, 1.83], [-0.51, -2.26, -1.86], [-1.53, 2.03, 0.02], [2.77, 1.44, -0.20], [-0.37, 4.24, 1.32], [1.87, -3.29, -3.22], [-2.15, -0.14, 2.87], [-0.42, 2.44, -1.18], [-1.34, -0.69, -1.03], [1.78, -0.29, 2.25], [1.24, -0.76, -3.05], [-0.71, 0.83, 0.20], [-1.83, 0.51, -0.66], [1.56, -0.95, -1.14], [0.41, 0.78, -1.31], [2.22, -2.51, 2.10], [-0.27, 0.59, 0.16], [0.04, -1.60, -0.50], [-1.51, -0.43, 1.46], [-1.99, 1.93, -2.42], [-0.70, -1.20, 1.94], [-0.20, -0.41, -2.37], [1.14, 0.34, -0.02], [0.07, -1.53, -0.22], [-0.27, -0.62, -0.40], [0.07, 0.05, 0.39], [1.50, -0.16, 0.37], [0.20, -0.50, 0.28], [-1.08, -0.11, 0.24], [0.78, -0.31, 0.64], [0.46, 0.14, 0.41], [0.33, -0.33, -0.13], [-0.11, -0.40, 0.50], [0.80, 0.10, 0.29], [-0.71, 0.01, 1.27], [-0.69, -0.49, 0.32], [0.00, 0.38, -0.20], [1.40, 0.91, -0.08], [0.75, 0.98, -0.33], [-0.02, -0.88, 0.38]], "nbo_charge": [-0.26, -0.48, 0.78, -0.59, 0.07, -0.32, 0.20, -0.64, -0.25, 0.47, -0.39, 0.13, -0.24, -0.26, 0.27, -0.51, -0.25, -0.24, -0.24, -0.15, -0.17, -0.22, -0.18, -0.22, -0.18, -0.20, 0.20, 0.19, 0.20, 0.24, 0.23, 0.22, 0.23, 0.23, 0.21, 0.20, 0.18, 0.18, 0.22, 0.22, 0.22, 0.23, 0.22, 0.23, 0.22], "mol_weight_g_mol": 349.39, "homo_energy_ev": -7.722, "max_force_ha_per_bohr": 0.0966, "de_lowest_ev": 6.5891}


Q: Which formula does entry 2 have?
A: C35H36CaClFN5O3PSe3Te